{"formula": "C4H9N2O2", "method": "ωB97M-V with the def2-TZVPD basis set", "elements": ["C", "C", "C", "N", "N", "C", "O", "O", "H", "H", "H", "H", "H", "H", "H", "H", "H"], "positions_angstrom": [[1.20833, 0.42372, 0.87460], [0.77095, 1.28547, -0.33444], [-0.71922, 1.38076, -0.57942], [-1.27990, 2.73259, -0.47323], [0.41242, -0.73892, 1.05310], [-0.06660, -1.68887, 0.02118], [0.23952, -1.50422, -1.14259], [-0.61593, -2.63906, 0.60826], [2.18430, -0.02126, 0.54829], [1.19198, 1.02469, 1.79421], [1.35493, 2.23262, -0.34808], [1.27654, 0.85256, -1.20942], [-1.13059, 1.07570, -1.56142], [-1.44877, 0.71509, -0.02158], [-1.16488, 3.42325, -1.19708], [-0.95381, 3.18319, 0.38444], [0.45020, -1.19738, 1.95451]], "atomic_forces_ev_per_a": [[-0.2, 0.5, -1.1], [1.4, -0.9, -1.0], [-2.8, 0.9, -1.2], [-0.1, 0.5, 1.8], [-0.1, -0.2, 0.0], [0.3, -1.1, -0.2], [0.1, 0.7, 0.2], [-0.4, 0.3, 0.2], [-0.1, 0.7, 0.8], [0.5, -0.5, -0.1], [-1.0, -0.1, 0.7], [-0.6, -0.4, 0.0], [1.4, -0.1, -0.1], [1.5, 0.5, 0.5], [0.4, -0.5, -0.6], [-0.3, -0.1, -0.3], [-0.1, -0.1, 0.1]], "lumo_energy_ev": [0.4, -3.3], "spin_multiplicity": 2, "homo_energy_ev": [-9.42, -9.37], "orbital_gap_ha": [0.3612, 0.2220], "charge": 0, "max_force_ha_per_bohr": 0.06110, "molar_mass_g_mol": 117.1, "relative_energy_kcal_mol": 25.9}